1.
225
Properties=species:S:1:pos:R:3 method="wB97M-V/def2-TZVPD" spin_multiplicity=2 lumo_energy_ev="3.19 / 3.18" homo_lumo_gap_ev="1.298 / 5.886" total_charge=-2 homo_energy_ev="1.891 / -2.702"
N -13.201 -27.277 -21.908
S -13.188 -27.877 -23.323
O -11.951 -27.659 -24.046
O -14.436 -28.035 -24.038
F -12.926 -29.373 -22.821
S -13.604 -25.723 -22.610
O -14.968 -25.460 -22.996
O -12.647 -24.992 -23.467
F -13.409 -24.943 -21.194
C -19.823 -22.437 -18.169
O -18.470 -22.898 -18.264
C -17.812 -22.847 -19.573
C -16.602 -23.845 -19.657
N -15.586 -23.461 -18.678
C -14.759 -22.317 -19.039
C -14.632 -21.248 -17.932
O -14.180 -21.683 -16.630
C -12.873 -22.165 -16.505
H -20.410 -22.869 -18.979
H -19.925 -21.357 -18.275
H -20.320 -22.737 -17.246
H -17.490 -21.826 -19.775
H -18.506 -23.043 -20.390
H -16.176 -23.844 -20.660
H -16.894 -24.877 -19.468
H -14.974 -24.258 -18.568
H -15.110 -21.872 -19.970
H -13.787 -22.738 -19.295
H -15.557 -20.671 -17.952
H -13.931 -20.477 -18.251
H -12.766 -23.196 -16.845
H -12.587 -22.081 -15.456
H -12.135 -21.571 -17.044
C -9.177 -32.677 -23.571
O -10.512 -32.673 -23.967
C -10.822 -33.928 -24.670
C -12.179 -33.784 -25.349
N -13.209 -33.406 -24.373
C -14.493 -33.308 -24.967
C -15.459 -32.674 -23.942
O -14.843 -31.494 -23.439
C -15.807 -30.691 -22.781
H -8.396 -32.692 -24.331
H -8.975 -33.612 -23.048
H -8.953 -31.860 -22.885
H -10.811 -34.758 -23.964
H -10.094 -34.048 -25.473
H -12.533 -34.743 -25.727
H -12.193 -33.018 -26.124
H -13.063 -32.648 -23.721
H -14.867 -34.213 -25.445
H -14.375 -32.608 -25.794
H -15.644 -33.345 -23.103
H -16.320 -32.434 -24.566
H -16.597 -30.353 -23.451
H -15.342 -29.770 -22.428
H -16.277 -31.214 -21.948
C -18.148 -27.007 -23.802
O -18.283 -26.631 -25.175
C -19.657 -26.509 -25.484
C -19.773 -26.136 -26.981
N -21.123 -25.655 -27.272
C -22.003 -26.850 -27.445
C -23.406 -26.223 -27.842
O -23.459 -25.995 -29.244
C -24.636 -25.285 -29.612
H -18.464 -28.045 -23.699
H -18.713 -26.355 -23.135
H -17.084 -26.950 -23.572
H -20.039 -25.696 -24.867
H -20.148 -27.469 -25.327
H -19.563 -26.989 -27.626
H -18.997 -25.444 -27.307
H -21.207 -25.020 -28.053
H -22.068 -27.278 -26.444
H -21.717 -27.714 -28.044
H -23.604 -25.371 -27.191
H -24.239 -26.907 -27.677
H -24.659 -24.225 -29.355
H -25.482 -25.590 -28.996
H -24.937 -25.491 -30.639
C -10.418 -28.926 -15.826
O -10.941 -29.529 -16.997
C -9.990 -30.314 -17.740
C -10.655 -31.208 -18.752
N -11.036 -30.571 -20.041
C -11.516 -31.653 -20.947
C -12.964 -32.161 -20.770
O -13.038 -33.015 -19.582
C -14.253 -33.762 -19.556
H -9.667 -28.191 -16.117
H -10.053 -29.634 -15.082
H -11.244 -28.391 -15.357
H -9.394 -30.927 -17.064
H -9.235 -29.686 -18.215
H -11.492 -31.741 -18.301
H -9.958 -32.021 -18.957
H -10.187 -30.188 -20.433
H -10.721 -32.385 -21.084
H -11.535 -31.237 -21.955
H -13.094 -32.763 -21.670
H -13.696 -31.354 -20.744
H -15.128 -33.201 -19.230
H -14.163 -34.588 -18.851
H -14.562 -34.224 -20.493
C -16.811 -25.383 -31.668
O -16.248 -26.229 -30.657
C -17.286 -26.637 -29.696
C -16.640 -27.047 -28.380
N -15.849 -28.248 -28.406
C -15.592 -28.818 -27.088
C -14.540 -29.917 -27.194
O -13.317 -29.587 -27.909
C -12.421 -28.722 -27.155
H -16.029 -24.805 -32.161
H -17.493 -24.646 -31.245
H -17.329 -25.903 -32.475
H -17.888 -27.460 -30.082
H -17.898 -25.756 -29.503
H -17.425 -27.221 -27.644
H -16.087 -26.246 -27.889
H -14.922 -28.189 -28.801
H -16.490 -29.293 -26.692
H -15.223 -28.029 -26.432
H -14.971 -30.737 -27.769
H -14.405 -30.181 -26.145
H -13.011 -27.865 -26.831
H -11.634 -28.333 -27.801
H -11.930 -29.280 -26.357
C -7.605 -29.319 -20.738
O -8.944 -29.467 -21.228
C -9.358 -28.624 -22.363
C -9.490 -27.150 -21.976
N -10.558 -26.863 -20.975
C -10.344 -25.582 -20.384
C -9.522 -25.738 -19.043
O -10.295 -26.430 -18.054
C -11.261 -25.503 -17.445
H -7.456 -28.342 -20.278
H -6.805 -29.415 -21.472
H -7.430 -30.083 -19.980
H -10.324 -28.986 -22.716
H -8.688 -28.658 -23.223
H -9.828 -26.575 -22.838
H -8.524 -26.689 -21.767
H -11.453 -26.878 -21.442
H -11.304 -25.126 -20.142
H -9.711 -24.973 -21.030
H -9.266 -24.762 -18.630
H -8.626 -26.343 -19.182
H -11.888 -24.994 -18.178
H -10.756 -24.651 -16.990
H -11.775 -26.179 -16.762
C -12.255 -25.207 -33.805
O -11.432 -25.854 -32.817
C -10.224 -26.409 -33.234
C -9.747 -27.378 -32.126
N -9.520 -26.662 -30.900
C -9.404 -27.504 -29.744
C -9.316 -26.672 -28.476
O -8.833 -27.595 -27.500
C -8.908 -27.096 -26.163
H -13.285 -25.011 -33.508
H -12.343 -25.738 -34.753
H -11.815 -24.243 -34.060
H -9.511 -25.643 -33.538
H -10.454 -26.994 -34.124
H -8.897 -27.995 -32.416
H -10.534 -28.108 -31.936
H -10.291 -26.013 -30.838
H -8.417 -27.965 -29.784
H -10.167 -28.282 -29.732
H -10.310 -26.252 -28.326
H -8.616 -25.842 -28.569
H -8.668 -27.932 -25.506
H -9.945 -26.838 -25.945
H -8.186 -26.323 -25.902
C -13.118 -33.701 -15.584
O -14.385 -33.082 -15.758
C -14.489 -31.708 -15.336
C -13.820 -30.718 -16.327
N -14.407 -30.702 -17.687
C -15.797 -30.260 -17.662
C -16.247 -30.151 -19.116
O -15.576 -29.186 -19.888
C -16.222 -27.943 -19.890
H -12.322 -33.054 -15.953
H -13.104 -34.633 -16.150
H -12.904 -33.955 -14.546
H -13.979 -31.674 -14.373
H -15.543 -31.492 -15.160
H -12.767 -31.001 -16.343
H -13.879 -29.736 -15.857
H -14.343 -31.626 -18.091
H -15.933 -29.343 -17.088
H -16.540 -30.944 -17.252
H -17.321 -29.973 -19.087
H -16.158 -31.116 -19.616
H -15.647 -27.313 -20.570
H -16.318 -27.511 -18.894
H -17.235 -28.051 -20.278
C -4.345 -27.086 -26.175
O -5.251 -26.420 -25.336
C -5.042 -26.586 -23.916
C -5.831 -25.510 -23.141
N -7.256 -25.460 -23.504
C -7.683 -24.041 -23.278
C -9.044 -23.752 -23.887
O -9.053 -23.848 -25.313
C -10.321 -23.494 -25.832
H -3.390 -26.564 -26.140
H -4.555 -27.245 -27.233
H -4.005 -28.044 -25.782
H -3.990 -26.311 -23.846
H -5.297 -27.577 -23.542
H -5.354 -24.580 -23.452
H -5.640 -25.727 -22.090
H -7.116 -25.579 -24.497
H -7.028 -23.303 -23.742
H -7.648 -23.771 -22.222
H -9.272 -22.723 -23.610
H -9.669 -24.536 -23.459
H -11.137 -23.995 -25.311
H -10.362 -23.792 -26.879
H -10.404 -22.410 -25.903


2.
101
Properties=species:S:1:pos:R:3 method="wB97M-V/def2-TZVPD" lumo_energy_ev=-0.77 homo_lumo_gap_ev=5.411 total_charge=0 homo_energy_ev=-6.183
Zn 0.210 -0.987 -0.771
O -2.948 1.006 -0.289
S -1.441 1.255 -0.118
C -1.152 1.336 1.704
C -0.476 2.450 2.209
C -0.625 2.841 3.578
C -1.377 2.020 4.433
C -1.618 2.084 5.912
C -2.628 0.919 6.218
C -2.706 0.177 4.916
C -3.277 -1.025 4.507
C -3.097 -1.566 3.239
C -2.300 -0.915 2.269
P -1.647 -1.903 0.865
C -3.163 -2.473 0.050
C -3.073 -3.594 -0.769
C -4.247 -4.059 -1.418
C -5.447 -3.363 -1.279
C -5.538 -2.255 -0.433
C -4.390 -1.775 0.191
C -1.038 -3.328 1.817
C 0.263 -3.239 2.346
C 0.809 -4.327 3.026
C 0.088 -5.541 3.148
C -1.166 -5.613 2.564
C -1.742 -4.493 1.986
C -1.811 0.396 2.564
C -1.951 0.849 3.896
C -1.243 2.903 -0.725
C -2.402 3.684 -0.588
C -2.362 5.082 -0.757
C -1.223 5.689 -1.257
C -0.822 7.125 -1.491
C 0.612 7.105 -2.120
C 0.991 5.639 -2.000
C 2.160 4.949 -2.299
C 2.251 3.556 -2.125
C 1.184 2.817 -1.613
P 1.439 1.020 -1.643
C 3.029 0.899 -0.783
C 4.261 0.799 -1.426
C 5.451 0.670 -0.690
C 5.445 0.687 0.704
C 4.192 0.766 1.349
C 3.006 0.897 0.650
C 1.827 0.662 -3.400
C 1.482 1.505 -4.464
C 1.803 1.136 -5.769
C 2.495 -0.059 -6.067
C 2.856 -0.867 -4.986
C 2.528 -0.522 -3.674
C -0.030 3.444 -1.239
C -0.096 4.853 -1.479
H 0.209 3.026 1.578
H -0.085 3.716 3.919
H -1.997 3.055 6.258
H -0.694 1.932 6.507
H -3.609 1.270 6.558
H -2.198 0.226 6.973
H -3.934 -1.614 5.171
H -3.653 -2.475 2.973
H -2.126 -4.117 -0.870
H -4.154 -4.942 -2.044
H -6.336 -3.670 -1.853
H -6.469 -1.714 -0.367
H -4.464 -0.877 0.831
H 0.795 -2.303 2.214
H 1.809 -4.206 3.481
H 0.505 -6.381 3.682
H -1.749 -6.547 2.579
H -2.778 -4.497 1.618
H -3.327 3.208 -0.251
H -3.279 5.663 -0.535
H -0.765 7.594 -0.514
H -1.529 7.691 -2.088
H 1.358 7.733 -1.631
H 0.582 7.465 -3.168
H 3.015 5.437 -2.728
H 3.164 3.085 -2.463
H 4.317 0.793 -2.503
H 6.377 0.613 -1.276
H 6.383 0.663 1.264
H 4.085 0.796 2.485
H 2.044 0.947 1.178
H 0.976 2.438 -4.268
H 1.465 1.807 -6.557
H 2.676 -0.344 -7.085
H 3.511 -1.757 -5.141
H 2.836 -1.134 -2.802
Br 2.533 -6.912 -3.572
C 2.201 -5.423 -2.412
C 3.073 -5.190 -1.338
Br 4.538 -6.357 -1.047
C 2.952 -4.096 -0.477
Br 4.329 -3.595 0.790
C 1.927 -3.166 -0.715
O 1.798 -2.059 -0.077
C 0.982 -3.389 -1.837
O 0.083 -2.471 -2.036
C 1.172 -4.489 -2.672
Br 0.107 -4.748 -4.200


3.
104
Properties=species:S:1:pos:R:3 method="wB97M-V/def2-TZVPD" lumo_energy_ev=-5.37 homo_lumo_gap_ev=6.690 total_charge=+2 homo_energy_ev=-12.062
Ga 0.411 0.037 -0.007
Br -7.138 4.483 3.902
C -6.003 5.037 2.503
C -5.599 4.111 1.550
C -4.730 4.502 0.548
C -4.284 5.821 0.488
C -4.762 6.753 1.397
C -5.602 6.360 2.427
N -3.440 6.336 -0.553
N -2.476 5.700 -1.000
C -1.915 4.567 -0.340
C -1.559 4.558 0.987
C -0.846 3.489 1.557
C -0.508 2.397 0.800
O 0.138 1.324 1.282
C -0.843 2.402 -0.576
N -0.463 1.310 -1.311
C -0.684 1.287 -2.612
C -1.312 2.344 -3.276
C -1.730 3.436 -2.559
C -1.509 3.490 -1.166
H -5.971 3.097 1.594
H -4.432 3.791 -0.211
H -4.452 7.786 1.298
H -5.958 7.077 3.153
H -1.825 5.405 1.606
H -0.563 3.508 2.602
H -0.341 0.416 -3.157
H -1.458 2.287 -4.345
H -2.214 4.273 -3.046
C 3.354 -5.633 1.408
C 2.745 -5.203 0.059
C 2.922 -6.329 -0.971
C 1.263 -4.912 0.272
C 0.349 -5.933 0.525
C -0.992 -5.683 0.782
C -1.455 -4.380 0.804
C -0.568 -3.336 0.563
P -1.168 -1.640 0.594
C -2.544 -1.565 -0.567
C -3.873 -1.609 -0.155
C -4.882 -1.627 -1.109
C -4.569 -1.599 -2.459
C -3.241 -1.567 -2.872
C -2.230 -1.551 -1.927
C -1.742 -1.249 2.245
C -2.494 -0.086 2.432
C -2.887 0.277 3.708
C -2.516 -0.505 4.796
C -1.756 -1.651 4.613
C -1.361 -2.027 3.337
C 0.768 -3.620 0.294
O 1.556 -2.525 0.047
C 2.848 -2.699 -0.379
C 3.504 -1.533 -0.766
C 4.829 -1.602 -1.186
C 5.467 -2.829 -1.226
C 4.782 -3.973 -0.844
C 3.458 -3.941 -0.414
P 2.692 0.072 -0.677
C 3.629 1.113 0.446
C 3.300 1.111 1.801
C 4.058 1.857 2.689
C 5.134 2.604 2.225
C 5.461 2.604 0.876
C 4.710 1.860 -0.021
C 2.701 0.811 -2.316
C 2.764 0.007 -3.453
C 2.632 0.585 -4.709
C 2.436 1.955 -4.827
C 2.374 2.756 -3.692
C 2.498 2.188 -2.435
H 2.861 -6.533 1.778
H 3.243 -4.847 2.157
H 4.417 -5.849 1.293
H 2.450 -7.248 -0.627
H 3.977 -6.557 -1.119
H 2.489 -6.055 -1.933
H 0.694 -6.959 0.528
H -1.668 -6.506 0.966
H -2.498 -4.169 1.008
H -4.120 -1.629 0.898
H -5.916 -1.672 -0.793
H -5.361 -1.610 -3.196
H -3.001 -1.560 -3.928
H -1.190 -1.563 -2.242
H -2.771 0.529 1.583
H -3.480 1.170 3.857
H -2.821 -0.215 5.794
H -1.472 -2.256 5.464
H -0.773 -2.925 3.193
H 5.354 -0.700 -1.479
H 6.497 -2.897 -1.546
H 5.304 -4.921 -0.873
H 2.457 0.539 2.165
H 3.808 1.863 3.742
H 5.718 3.193 2.919
H 6.303 3.184 0.520
H 4.962 1.867 -1.074
H 2.931 -1.060 -3.361
H 2.696 -0.032 -5.595
H 2.340 2.403 -5.808
H 2.234 3.825 -3.788
H 2.451 2.811 -1.549


The E_tot results, record by record, are as follows: -145220.77268, -420725.50483, -206214.21659 eV.